A cluster of 2 separate species, C22H46N3O6 in total at a distorted geometry, computed with ωB97M-V with the def2-TZVPD basis set.

Each line ends with the Mulliken charge.
Cartesian coordinates (Å):
1 C 4.8017 -1.8169 0.8070  -1.081
2 C 3.6127 -2.8588 0.5374  -0.028
3 C 3.5497 -3.3851 -0.9946  -0.533
4 C 3.1801 -2.1348 -1.9580  -0.303
5 O 1.8114 -2.1654 -2.4456  -0.434
6 N 0.9070 -1.8519 -1.4736  1.247
7 C 0.7561 -0.3546 -1.2438  -0.899
8 C -0.3502 -0.0324 -0.1196  -0.548
9 N -0.9220 1.3017 -0.4386  0.214
10 C 0.1832 2.3134 -0.7019  -0.923
11 C -1.6838 1.8909 0.6773  0.587
12 C -1.2546 1.9087 2.2125  -0.931
13 O -2.7594 2.4916 0.4000  -0.563
14 N -1.3314 -1.0977 0.1395  0.192
15 C -1.6432 -1.9776 -1.0004  1.886
16 C -2.0484 -3.4252 -0.3642  -1.654
17 C -0.8045 -4.1886 0.3093  0.235
18 C -1.4486 -5.3410 1.2634  -0.905
19 C -1.9115 -4.7786 2.6940  -0.256
20 O -1.3906 -5.6722 3.7251  -0.556
21 C -2.9290 -1.5359 -1.8813  -0.983
22 C -3.8734 -0.4621 -1.1628  0.589
23 C -4.5083 -0.9414 0.2216  -1.050
24 O -4.9889 -0.2239 -2.0828  -0.578
25 C -0.4522 -2.2748 -2.0248  -1.843
26 H 4.5460 -0.7958 0.3369  0.264
27 H 5.8106 -2.1481 0.3636  0.293
28 H 4.8897 -1.6099 1.9355  0.348
29 H 2.6325 -2.3101 0.8156  -0.052
30 H 3.6648 -3.7487 1.2651  0.362
31 H 4.5630 -3.8231 -1.2638  0.449
32 H 2.7356 -4.1926 -1.0432  0.201
33 H 3.8492 -2.2673 -2.8866  0.256
34 H 3.4843 -1.1364 -1.5027  0.211
35 H 1.0223 -2.3651 -0.5808  -0.203
36 H 0.5321 0.0903 -2.2692  0.099
37 H 1.7563 0.0487 -0.8470  0.386
38 H 0.2487 0.1024 0.8650  0.356
39 H 1.0124 2.0687 0.0451  0.379
40 H 0.5223 2.3283 -1.7862  0.224
41 H -0.2049 3.3589 -0.4583  0.356
42 H -0.8633 0.9058 2.5816  0.213
43 H -0.4616 2.7429 2.3095  0.184
44 H -2.1155 2.2486 2.8953  0.371
45 H -1.1843 -1.5900 1.0248  0.455
46 H -2.3420 -4.0625 -1.2814  0.529
47 H -2.9788 -3.3701 0.2862  0.238
48 H -0.0925 -4.6722 -0.4362  0.170
49 H -0.1842 -3.5055 0.9986  0.048
50 H -0.7206 -6.2094 1.4420  0.430
51 H -2.3657 -5.7453 0.6987  0.288
52 H -1.5161 -3.7362 2.9378  0.145
53 H -3.0481 -4.7800 2.8406  0.287
54 H -0.4144 -5.7134 3.6009  0.312
55 H -2.6637 -1.1510 -2.9188  0.284
56 H -3.5766 -2.4747 -2.0436  0.325
57 H -3.2952 0.5162 -1.1138  -0.037
58 H -5.4397 -0.3655 0.5384  0.508
59 H -3.7294 -0.7667 1.0532  0.153
60 H -4.7963 -2.0539 0.2245  0.214
61 H -5.7858 0.0052 -1.5545  0.372
62 H -0.4487 -3.3575 -2.3973  0.357
63 H -0.5804 -1.6342 -2.9748  0.322
64 O 1.0316 4.6989 1.1106  -0.567
65 C 1.1621 5.8019 0.6227  0.778
66 O 2.3349 6.1582 0.0777  -0.362
67 C 2.5493 7.3731 -0.6608  -0.386
68 C 2.8204 8.5363 0.2709  -0.971
69 C 0.0489 6.8094 0.6988  -1.020
70 H 1.7198 7.5645 -1.3461  0.358
71 H 3.4297 7.1994 -1.2833  0.299
72 H 1.9744 8.7329 0.9312  0.277
73 H 3.0321 9.4441 -0.2986  0.358
74 H 3.6782 8.3175 0.9134  0.307
75 H 0.0489 7.2662 1.6890  0.283
76 H -0.8986 6.2915 0.5376  0.296
77 H 0.1044 7.5880 -0.0589  0.374

The strongest force on any atom comes out at 4.738 eV/A. As for the HOMO energy: -11.9 eV. As for the energy relative to the best compared isomer or geometry (same formula, charge and spin): 53.20 kcal/mol. The gap between HOMO and LUMO is 0.3511 Eh. The value obtained for the LUMO energy is -2.36 eV. As for the total charge: +1. As for the electronic energy: -40303.181 eV.